a.
DFT (ωB97M-V with the def2-TZVPD basis set) results for a cluster of 7 separate species, C7H14Cl14 in total.

Calculated values
SMILES string = ClCCl.ClCCl.ClCCl.ClCCl.ClCCl.ClCCl.ClCCl
HOMO-LUMO gap = 11.08 eV
charge = 0
lowest unoccupied orbital energy = 0.284 eV
HOMO = -10.79 eV

Last column: natural (NBO) charge in e.
Cartesian coordinates (Å):
1 C 1.466 -4.925 -2.362  -0.40
2 Cl 0.263 -5.231 -3.587  0.00
3 Cl 2.874 -4.043 -2.979  -0.04
4 H 1.064 -4.329 -1.551  0.22
5 H 1.823 -5.874 -1.978  0.22
6 C -0.768 -0.702 4.273  -0.40
7 Cl -2.370 -0.983 3.588  -0.02
8 Cl -0.275 -2.019 5.347  -0.02
9 H -0.032 -0.599 3.484  0.22
10 H -0.799 0.218 4.846  0.23
11 C 1.436 -0.648 -3.132  -0.41
12 Cl 0.154 -0.607 -4.342  -0.02
13 Cl 2.232 0.914 -2.925  -0.03
14 H 0.975 -0.884 -2.180  0.22
15 H 2.156 -1.412 -3.394  0.23
16 C 0.955 4.265 -0.959  -0.40
17 Cl 2.575 4.380 -1.643  -0.02
18 Cl 0.886 4.896 0.673  -0.02
19 H 0.264 4.835 -1.567  0.22
20 H 0.664 3.221 -0.950  0.22
21 C 2.897 -0.041 0.952  -0.40
22 Cl 4.044 -0.972 1.903  -0.01
23 Cl 3.048 1.703 1.261  -0.03
24 H 3.039 -0.177 -0.115  0.23
25 H 1.891 -0.323 1.230  0.21
26 C -4.828 2.594 1.246  -0.39
27 Cl -4.479 1.265 0.126  -0.04
28 Cl -3.970 2.393 2.778  -0.02
29 H -4.535 3.528 0.784  0.23
30 H -5.893 2.588 1.445  0.22
31 C -1.496 -0.596 0.022  -0.39
32 Cl -0.965 -2.168 -0.561  -0.03
33 Cl -0.256 0.649 -0.262  -0.06
34 H -2.360 -0.309 -0.559  0.23
35 H -1.679 -0.612 1.088  0.24

=====

b.
DFT (ωB97M-V with the def2-TZVPD basis set) results for a cluster of 7 separate species, C7H14Cl14 in total.

Calculated values
SMILES string = ClCCl.ClCCl.ClCCl.ClCCl.ClCCl.ClCCl.ClCCl
HOMO-LUMO gap = 11.22 eV
charge = 0
lowest unoccupied orbital energy = 0.300 eV
HOMO = -10.92 eV

Last column: natural (NBO) charge in e.
Cartesian coordinates (Å):
1 C 4.513 -4.475 14.866  -0.38
2 Cl 3.350 -3.609 13.801  -0.05
3 Cl 5.416 -5.681 13.962  -0.01
4 H 5.165 -3.763 15.349  0.22
5 H 3.850 -4.993 15.547  0.23
6 C 4.423 -0.926 18.171  -0.39
7 Cl 3.994 0.777 18.418  -0.02
8 Cl 3.239 -1.706 17.103  -0.03
9 H 5.373 -0.936 17.651  0.23
10 H 4.469 -1.453 19.114  0.23
11 C -0.076 2.765 12.333  -0.40
12 Cl 0.789 2.287 10.873  -0.03
13 Cl -1.606 3.585 11.983  -0.03
14 H -0.277 1.873 12.913  0.23
15 H 0.543 3.425 12.930  0.22
16 C 3.576 -1.346 9.856  -0.39
17 Cl 2.994 -2.992 9.636  -0.01
18 Cl 4.754 -1.250 11.193  -0.06
19 H 4.063 -0.993 8.959  0.23
20 H 2.756 -0.687 10.118  0.23
21 C 3.294 0.137 14.153  -0.39
22 Cl 1.539 0.064 14.417  -0.04
23 Cl 3.729 1.529 13.132  -0.06
24 H 3.758 0.276 15.120  0.23
25 H 3.562 -0.792 13.666  0.25
26 C 6.874 0.236 14.235  -0.40
27 Cl 6.389 1.019 15.734  -0.01
28 Cl 6.501 -1.499 14.305  -0.04
29 H 6.430 0.689 13.356  0.23
30 H 7.956 0.274 14.172  0.23
31 C 5.571 2.765 10.454  -0.37
32 Cl 6.763 4.045 10.157  -0.03
33 Cl 4.975 2.133 8.886  -0.05
34 H 6.044 1.939 10.960  0.22
35 H 4.736 3.245 10.942  0.23

=====

Least stable = a

=====

a.
DFT (ωB97M-V with the def2-TZVPD basis set) results for a structure of composition C2H2Cl3NO2.

Calculated values
HOMO-LUMO gap (spin up / spin down) = 7.82 / 6.55 eV
charge = 0
lowest unoccupied orbital energy (spin up / spin down) = -1.819 / -2.493 eV
HOMO (spin up / spin down) = -9.64 / -9.04 eV

Last column: natural (NBO) charge in e.
Cartesian coordinates (Å):
1 C -0.695 0.356 1.049  0.85
2 C 1.309 0.259 -2.281  -0.22
3 N -1.025 -0.398 2.198  -0.86
4 O 0.505 0.839 0.949  -0.61
5 O -1.551 0.331 0.197  -0.70
6 Cl 0.055 -0.061 -3.401  0.12
7 Cl 2.365 -1.014 -2.129  0.17
8 Cl 0.979 1.387 -1.108  0.48
9 H -0.252 -0.666 2.710  0.37
10 H -1.692 -1.034 1.816  0.40

=====

b.
DFT (ωB97M-V with the def2-TZVPD basis set) results for a cluster of 2 separate species, C2H2Cl3NO2 in total.

Calculated values
HOMO-LUMO gap = 8.26 eV
charge = 0
lowest unoccupied orbital energy = -0.556 eV
HOMO = -8.82 eV

Last column: natural (NBO) charge in e.
Cartesian coordinates (Å):
1 C 0.445 0.176 -0.340  0.69
2 C -1.688 -0.101 -0.198  -0.28
3 N 0.682 0.617 -1.413  -0.71
4 O 2.222 -0.301 1.097  -0.46
5 O 0.774 -0.174 0.819  -0.26
6 Cl -2.302 -0.700 -1.673  0.09
7 Cl -2.011 -1.153 1.262  -0.02
8 Cl -2.017 1.496 0.177  0.07
9 H 1.555 0.945 -1.730  0.39
10 H 2.341 -0.805 1.998  0.49

=====

Least stable = b

=====

a.
DFT (ωB97M-V with the def2-TZVPD basis set) results for a structure of composition C38H28BBrF6N8O5SbTi.

Calculated values
HOMO-LUMO gap = 6.33 eV
charge = -1
lowest unoccupied orbital energy = 0.790 eV
HOMO = -5.54 eV

Last column: Löwdin charge in e.
Cartesian coordinates (Å):
1 Ti 1.215 0.101 0.099  1.16
2 O -1.532 1.225 2.318  -0.07
3 C -1.106 1.934 3.247  -0.11
4 C 0.144 2.618 3.246  -0.08
5 C 0.340 3.558 4.268  0.07
6 C 1.499 4.283 4.312  -0.15
7 C 2.516 4.088 3.363  0.03
8 C 2.354 3.162 2.372  0.04
9 C 1.165 2.392 2.281  -0.28
10 O 1.042 1.502 1.380  -0.14
11 N 1.684 5.271 5.371  -0.36
12 O 2.719 5.911 5.373  0.07
13 O 0.790 5.410 6.185  0.07
14 H -1.748 2.094 4.118  0.13
15 H -0.425 3.723 5.015  0.13
16 H 3.423 4.669 3.443  0.12
17 H 3.134 2.962 1.649  0.12
18 Br -6.391 -4.763 -0.173  0.72
19 C -6.188 -3.275 -1.328  -0.69
20 C -6.597 -3.381 -2.647  -0.13
21 C -6.459 -2.285 -3.480  -0.04
22 C -5.875 -1.113 -3.014  -0.28
23 C -5.485 -1.013 -1.682  0.00
24 C -5.649 -2.098 -0.835  -0.10
25 N -5.849 -0.026 -3.955  0.06
26 N -4.894 0.754 -4.073  0.07
27 C -3.663 0.599 -3.353  -0.25
28 C -3.219 1.705 -2.678  -0.03
29 C -2.060 1.668 -1.892  0.00
30 C -1.306 0.517 -1.802  -0.28
31 O -0.252 0.450 -1.024  -0.18
32 C -1.690 -0.625 -2.590  -0.12
33 N -0.880 -1.711 -2.547  0.16
34 C -1.188 -2.746 -3.278  -0.13
35 C -2.307 -2.787 -4.137  -0.05
36 C -3.135 -1.706 -4.189  -0.02
37 C -2.863 -0.577 -3.380  -0.10
38 H -7.030 -4.303 -3.011  0.10
39 H -6.799 -2.324 -4.507  0.11
40 H -5.043 -0.105 -1.297  0.11
41 H -5.346 -2.033 0.200  0.09
42 H -3.811 2.611 -2.727  0.11
43 H -1.749 2.535 -1.324  0.12
44 H -0.518 -3.599 -3.213  0.10
45 H -2.493 -3.664 -4.743  0.10
46 H -3.988 -1.701 -4.853  0.11
47 B 3.314 -0.055 -2.941  -0.40
48 N 2.654 -1.335 -2.342  -0.04
49 C 2.867 -2.565 -2.817  -0.09
50 C 2.298 -3.488 -1.957  -0.06
51 C 1.731 -2.712 -0.953  -0.13
52 N 1.955 -1.420 -1.197  -0.05
53 N 2.522 1.226 -2.552  -0.05
54 C 2.393 2.295 -3.343  -0.08
55 C 1.913 3.356 -2.594  -0.05
56 C 1.769 2.827 -1.317  -0.13
57 N 2.148 1.546 -1.297  -0.05
58 H 3.268 -0.144 -4.145  0.07
59 H 4.451 0.040 -2.538  0.07
60 H 3.416 -2.695 -3.735  0.12
61 H 2.287 -4.559 -2.050  0.09
62 H 1.153 -3.001 -0.093  0.11
63 H 2.666 2.228 -4.382  0.12
64 H 1.690 4.354 -2.928  0.09
65 H 1.381 3.291 -0.426  0.11
66 C 3.826 -2.326 4.772  -0.10
67 C 2.518 -2.160 4.272  -0.09
68 C 2.301 -1.493 3.098  -0.04
69 C 3.366 -0.940 2.334  -0.16
70 C 3.155 -0.225 1.098  -0.13
71 C 4.276 0.325 0.516  -0.14
72 C 5.580 0.181 1.045  -0.09
73 C 5.783 -0.523 2.191  -0.06
74 C 4.678 -1.093 2.867  -0.18
75 C 4.876 -1.799 4.080  -0.06
76 H 3.991 -2.860 5.699  0.09
77 H 1.675 -2.562 4.820  0.10
78 H 1.290 -1.382 2.741  0.08
79 H 4.191 0.880 -0.407  0.06
80 H 6.417 0.628 0.519  0.10
81 H 6.777 -0.651 2.606  0.10
82 H 5.890 -1.904 4.453  0.10
83 F 0.291 -1.149 1.007  -0.34
84 Sb -3.331 0.078 2.510  1.49
85 F -3.074 -1.482 1.508  -0.33
86 F -3.704 0.951 0.891  -0.32
87 F -4.978 -0.610 3.098  -0.35
88 F -3.834 1.649 3.456  -0.35
89 F -2.324 -0.628 3.930  -0.33

=====

b.
DFT (ωB97M-V with the def2-TZVPD basis set) results for a structure of composition C38H28BBrF6N8O5SbTi.

Calculated values
HOMO-LUMO gap = 7.06 eV
charge = -1
lowest unoccupied orbital energy = 1.244 eV
HOMO = -5.81 eV

Last column: Löwdin charge in e.
Cartesian coordinates (Å):
1 Ti 0.395 0.571 0.203  1.16
2 O -0.542 -1.139 -2.993  0.09
3 C -0.345 -0.381 -3.907  -0.18
4 C -0.196 1.087 -3.830  -0.09
5 C -0.209 1.747 -5.050  0.04
6 C -0.185 3.119 -5.114  -0.15
7 C -0.181 3.872 -3.947  0.03
8 C -0.140 3.237 -2.734  0.01
9 C -0.107 1.837 -2.634  -0.28
10 O 0.042 1.310 -1.431  -0.19
11 N -0.192 3.784 -6.418  -0.36
12 O -0.185 5.002 -6.440  0.06
13 O -0.196 3.087 -7.419  0.06
14 H -0.282 -0.777 -4.945  0.13
15 H -0.260 1.173 -5.968  0.12
16 H -0.219 4.950 -4.012  0.12
17 H -0.166 3.808 -1.819  0.11
18 Br -3.609 -3.800 5.170  0.73
19 C -2.975 -4.621 3.583  -0.69
20 C -1.642 -4.485 3.234  -0.11
21 C -1.179 -5.071 2.066  -0.02
22 C -2.041 -5.808 1.257  -0.31
23 C -3.367 -5.962 1.645  -0.04
24 C -3.846 -5.353 2.795  -0.12
25 N -1.587 -6.568 0.135  0.07
26 N -0.749 -6.121 -0.667  0.07
27 C -0.348 -4.759 -0.681  -0.25
28 C 0.973 -4.550 -0.999  -0.01
29 C 1.575 -3.287 -0.925  0.02
30 C 0.831 -2.191 -0.557  -0.34
31 O 1.330 -0.980 -0.439  -0.17
32 C -0.553 -2.373 -0.281  -0.18
33 N -1.214 -1.233 0.057  0.10
34 C -2.509 -1.301 0.251  -0.07
35 C -3.238 -2.484 0.022  0.00
36 C -2.580 -3.631 -0.315  0.00
37 C -1.170 -3.623 -0.401  -0.11
38 H -0.970 -3.916 3.861  0.07
39 H -0.138 -4.964 1.786  0.13
40 H -4.025 -6.558 1.022  0.12
41 H -4.884 -5.458 3.083  0.10
42 H 1.566 -5.424 -1.253  0.11
43 H 2.620 -3.146 -1.174  0.12
44 H -3.013 -0.406 0.575  0.09
45 H -4.317 -2.457 0.098  0.12
46 H -3.133 -4.534 -0.534  0.12
47 B -0.987 2.139 3.231  -0.38
48 N -0.506 0.647 3.211  -0.03
49 C -0.591 -0.151 4.271  -0.07
50 C -0.074 -1.399 3.946  -0.05
51 C 0.310 -1.274 2.624  -0.14
52 N 0.043 -0.032 2.181  -0.06
53 N -0.220 2.959 2.148  -0.04
54 C -0.145 4.288 2.167  -0.08
55 C 0.631 4.715 1.103  -0.04
56 C 0.997 3.545 0.460  -0.14
57 N 0.472 2.484 1.090  -0.05
58 H -0.666 2.581 4.314  0.07
59 H -2.175 2.192 3.048  0.07
60 H -1.001 0.217 5.198  0.13
61 H 0.021 -2.263 4.582  0.09
62 H 0.802 -1.995 1.996  0.12
63 H -0.650 4.850 2.938  0.13
64 H 0.880 5.728 0.831  0.10
65 H 1.634 3.414 -0.396  0.11
66 C 5.209 2.763 -2.000  -0.10
67 C 3.990 2.225 -2.471  -0.08
68 C 3.151 1.577 -1.611  -0.04
69 C 3.440 1.449 -0.222  -0.17
70 C 2.503 0.887 0.712  -0.12
71 C 2.965 0.648 1.982  -0.10
72 C 4.270 1.004 2.395  -0.08
73 C 5.119 1.649 1.548  -0.06
74 C 4.718 1.893 0.213  -0.17
75 C 5.571 2.570 -0.698  -0.05
76 H 5.861 3.302 -2.677  0.10
77 H 3.726 2.321 -3.518  0.10
78 H 2.257 1.109 -1.988  0.09
79 H 2.327 0.207 2.732  0.08
80 H 4.576 0.787 3.413  0.10
81 H 6.103 1.970 1.873  0.10
82 H 6.529 2.930 -0.335  0.10
83 F -1.910 1.443 0.330  -0.36
84 Sb -3.448 2.436 -0.326  1.38
85 F -4.139 2.406 1.414  -0.35
86 F -2.443 3.990 -0.007  -0.33
87 F -4.899 3.452 -0.952  -0.36
88 F -2.737 2.301 -2.063  -0.31
89 F -4.356 0.813 -0.640  -0.35

=====

Least stable = a

=====

a.
DFT (ωB97M-V with the def2-TZVPD basis set) results for a cluster of 2 separate species, C2H6NO2 in total.

Calculated values
HOMO-LUMO gap = 9.88 eV
charge = +1
lowest unoccupied orbital energy = -5.120 eV
HOMO = -15.00 eV

Last column: natural (NBO) charge in e.
Cartesian coordinates (Å):
1 C 1.810 0.917 -0.375  0.17
2 N 0.998 1.607 0.307  -0.56
3 H 1.630 -0.128 -0.591  0.26
4 H 2.710 1.403 -0.733  0.22
5 H 1.118 2.576 0.536  0.44
6 H 0.203 1.154 0.726  0.45
7 O -0.691 -0.460 -0.494  -0.67
8 C -1.614 -1.142 -0.102  0.66
9 O -1.372 -2.354 0.350  -0.64
10 H -2.613 -0.699 -0.128  0.14
11 H -2.180 -2.873 0.504  0.51

=====

b.
DFT (ωB97M-V with the def2-TZVPD basis set) results for a cluster of 2 separate species, C2H6NO2 in total.

Calculated values
HOMO-LUMO gap = 10.34 eV
charge = +1
lowest unoccupied orbital energy = -5.457 eV
HOMO = -15.79 eV

Last column: natural (NBO) charge in e.
Cartesian coordinates (Å):
1 C -1.852 -0.078 1.068  0.14
2 N -1.510 -0.327 -0.163  -0.61
3 H -1.158 0.617 1.691  0.24
4 H -2.813 -0.321 1.556  0.24
5 H -2.245 -0.484 -0.822  0.43
6 H -0.462 -0.438 -0.460  0.48
7 O 1.101 -1.020 -0.663  -0.58
8 C 1.976 -0.219 -0.657  0.68
9 O 1.702 0.991 -0.214  -0.69
10 H 3.067 -0.458 -0.739  0.16
11 H 2.194 1.737 -0.596  0.52

=====

Least stable = b